ORCA calculation (ωB97M-V/def2-TZVPD) on 2 unconnected molecules or ions with the total composition C10H11ClNO in a non-equilibrium geometry.

Geometry (Å):
C -3.10042 1.79507 -0.46115
C -1.80152 2.22028 -0.72137
C -3.34817 0.46614 -0.12153
C -0.75204 1.33874 -0.61624
C -2.31880 -0.43943 -0.04814
C -0.97825 -0.02562 -0.29393
C 0.10193 -0.87628 -0.18938
C 2.71526 0.48493 -0.02144
C 0.27569 -2.29711 -0.18633
C 2.74609 0.94394 1.20254
N 1.62664 -2.76781 -0.13813
O 3.75238 1.61762 1.78580
Cl 3.41679 0.25840 -1.46866
H -3.92069 2.49437 -0.51089
H -1.61755 3.24935 -0.98717
H -4.35846 0.14435 0.08254
H 0.26241 1.65398 -0.80788
H -2.51031 -1.46518 0.22985
H -0.31558 -2.60937 0.70504
H -0.21714 -2.77301 -1.04957
H 1.91162 0.82141 1.87998
H 2.22408 -2.23067 0.47555
H 1.69739 -3.75503 0.06153
H 4.50863 1.75093 1.19901

Output
Frontier orbital gap (spin up / spin down) (Ha): 0.23964 / 0.23873
Charge: +1
Largest force on an atom (eV/Å): 2.8

***

ORCA calculation (ωB97M-V/def2-TZVPD) on a single C10H11ClOSi molecule in a non-equilibrium geometry.

Geometry (Å):
C 3.54301 -2.19911 -1.57392
C 2.93984 -1.83643 -0.43330
Si 2.80730 -0.13314 0.18407
Cl 4.64137 0.69736 -0.05774
C 1.44285 0.66998 0.89018
C 0.09174 0.11457 1.10305
C -0.85719 0.00300 -0.14724
C -2.15160 -0.60517 0.29484
C -3.27616 0.07760 0.61127
C -3.30581 1.47358 0.48502
C -2.27301 2.13935 -0.11247
C -1.19460 1.36908 -0.71413
O -0.45373 1.90789 -1.53924
H 3.46523 -3.16358 -2.04304
H 4.03091 -1.64809 -2.26599
H 2.42140 -2.65622 0.02973
H 1.61209 1.74837 1.09519
H -0.41644 0.63891 1.83860
H 0.06854 -0.84749 1.52891
H -0.45987 -0.58573 -0.88884
H -2.28887 -1.72393 0.38641
H -4.12942 -0.52302 0.89249
H -4.11305 1.90584 0.92151
H -2.14453 3.17639 -0.48540

Output
Frontier orbital gap (Ha): 0.28381
Largest force on an atom (eV/Å): 3.5

***

ORCA calculation (ωB97M-V/def2-TZVPD) on a molecular structure, C10H11F4N2O4SSbSe4Tc.

Geometry (Å):
Tc 0.77842 -0.17730 -0.23970
C -0.35600 0.98284 -2.99023
N -0.75036 0.53211 -1.63335
C -1.76825 -0.49871 -1.76184
C -1.33795 1.69026 -0.88729
C -1.50979 1.38652 0.58897
N -0.32417 0.64176 1.01794
C -0.11897 0.31909 2.37464
C 0.96661 -0.50168 2.68885
F 1.75095 -0.95963 1.65129
C 1.29061 -0.87950 3.97085
F 2.34062 -1.66982 4.16514
C 0.52252 -0.44255 5.03253
C -0.55627 0.36956 4.75444
F -1.32559 0.81282 5.74227
C -0.88079 0.75186 3.45940
F -1.94540 1.54406 3.28568
H -1.23330 1.35566 -3.52747
H 0.10389 0.15931 -3.53295
H 0.38092 1.77126 -2.89510
H -2.52889 -0.24666 -2.50368
H -2.21529 -0.72439 -0.79716
H -1.64190 -2.22418 -2.87968
H -2.28336 2.00119 -1.34357
H -0.62216 2.49993 -1.01511
H -2.41724 0.81434 0.80455
H -1.60729 2.33404 1.11840
H 0.75599 -0.73002 6.04758
O 1.24316 -2.11619 -1.41192
S 0.00945 -2.76603 -1.05663
O -0.31698 -4.05365 -1.50681
O -0.51508 -2.20586 0.15650
O -1.11456 -1.70321 -2.25274
Se 5.61787 -0.80616 -2.60678
Sb 3.72768 0.04522 -3.59837
Se 2.62138 1.20658 -0.53174
Se 2.29014 -0.77953 -5.22724
Se 2.96937 2.26663 -2.65966

Output
Frontier orbital gap (Ha): 0.25191
Charge: +1
Largest force on an atom (eV/Å): 0.4

***

Calculated values (eV) of E for the records, taken in order: -26595.12642, -32993.17546, -313536.67463.